Record 1
DFT (the ωB97M-V functional and the def2-TZVPD basis) results for a 2-piece molecular cluster, C10H14N3S overall in a non-equilibrium geometry.

Output
- Charge: +1
- F_max: 0.0992 hartree/bohr
- LUMO energy: -4.58 eV
- HOMO level: -0.4700 hartree
- Relative energy (zero: lowest compared OMol25 entry of this formula, charge and spin): 18.2 kcal per mole

XYZ file:
```
28
C10H14N3S, DFT the ωB97M-V functional and the def2-TZVPD basis
C 1.69409 0.53406 -3.81618
C -0.88172 -3.40848 0.94199
C -1.45618 -2.61477 -0.08184
C 0.30354 -2.92366 1.60100
C -1.00297 -1.30868 -0.17294
C 0.83565 -1.68558 1.23781
C 0.20625 -0.85515 0.30424
C -1.48451 1.61257 1.31066
C -0.65313 1.71281 0.05700
C 0.48784 0.63631 0.19717
N 2.06208 0.65250 -4.96958
N 1.41065 1.05597 1.04434
N 0.03138 2.92038 0.16950
S 0.94090 0.50065 -2.43045
H -1.29058 -4.29307 1.24526
H -2.28865 -2.95658 -0.70089
H 0.73232 -3.49439 2.48810
H -1.65851 -0.61036 -0.79293
H 1.80203 -1.44474 1.62622
H -1.91967 0.57953 1.29412
H -0.76966 1.71299 2.25218
H -2.21999 2.45641 1.41892
H -1.23252 1.59143 -0.90480
H 1.58063 2.04971 1.21042
H 2.06702 0.36745 1.37862
H -0.50373 3.73165 0.48123
H 0.53973 3.02479 -0.67551
H 2.66772 0.45622 -5.71366
```

---

Record 2
DFT (the ωB97M-V functional and the def2-TZVPD basis) results for one molecule with the formula C10H14N4 in a non-equilibrium geometry.

Output
- F_max: 0.0295 hartree/bohr
- LUMO energy: 0.85 eV
- HOMO level: -0.3062 hartree
- SMILES string: c1ncc(N2C[C@H]3CCNC[C@H]32)cn1
- Relative energy (zero: lowest compared OMol25 entry of this formula, charge and spin): 0.0 kcal per mole

XYZ file:
```
28
C10H14N4, DFT the ωB97M-V functional and the def2-TZVPD basis
C 0.00801 1.70682 0.29187
C -1.26046 0.91139 0.66850
C -2.45143 1.00338 -0.30259
C -3.31130 -0.26782 -0.26273
C -1.21642 -1.46653 -0.38275
C -0.43480 -0.37985 0.42513
C 1.97561 0.10144 -0.13292
C 2.98980 1.05734 -0.28325
C 4.54628 -0.52597 0.02932
C 2.38071 -1.19638 0.08889
H -0.11273 2.52570 -0.43784
H 0.61283 2.02647 1.14549
H -1.57278 1.10457 1.69985
H -2.05543 1.13508 -1.33818
H -3.02243 1.92157 -0.14054
H -3.74743 -0.36431 -1.25839
H -4.16297 -0.11005 0.42811
H -3.09155 -2.32173 0.09725
H -0.69051 -2.43470 -0.15789
H -1.20444 -1.29086 -1.48292
H -0.11992 -0.78912 1.39746
H 2.67919 2.07234 -0.45396
H 5.61002 -0.69212 0.19241
H 1.64628 -2.00415 0.24686
N -2.56828 -1.42243 0.20836
N 0.62038 0.45928 -0.21868
N 4.27446 0.75798 -0.25729
N 3.67930 -1.51734 0.19042
```

---

Record 3
DFT (the ωB97M-V functional and the def2-TZVPD basis) results for one molecule with the formula C10H14N4O4 in a non-equilibrium geometry.

Output
- F_max: 0.1580 hartree/bohr
- LUMO energy: 0.43 eV
- HOMO level: -0.3113 hartree
- SMILES string: CN1Cc2c(n(C[C@H](N)C(=O)O)c(=O)[nH]c2=O)C1
- Relative energy (zero: lowest compared OMol25 entry of this formula, charge and spin): 62.5 kcal per mole

XYZ file:
```
32
C10H14N4O4, DFT the ωB97M-V functional and the def2-TZVPD basis
O 1.69631 -0.49439 -3.59076
O -1.59605 1.74639 -2.21631
O -4.35534 1.45241 -0.26194
O -3.21885 -0.57229 -0.43336
C 0.99563 -0.18542 -2.60918
C -0.81797 0.95444 -1.92719
C -3.45267 0.66580 0.02046
C 1.39247 -0.49174 -1.24198
C 0.58985 0.02016 -0.19676
N -0.13568 0.33026 -2.93214
N 2.14181 -1.33089 0.89816
N -0.46771 0.78774 -0.54698
N -2.00578 0.06879 1.94837
C 3.26102 -1.61400 1.85576
C 2.57907 -1.36149 -0.55864
C 1.25074 -0.18065 1.10609
C -1.08304 1.69252 0.36341
C -2.35191 1.11539 1.04837
H -3.88679 -0.70998 -1.17342
H -0.16547 0.85610 -3.74099
H -1.95114 -0.86217 1.44463
H -2.74514 -0.00665 2.61968
H 3.79975 -0.74782 1.99918
H 2.86889 -2.06858 2.75538
H 3.83305 -2.47137 1.31132
H 3.56400 -0.94076 -0.89023
H 2.41179 -2.41193 -0.93723
H 0.53886 -0.46744 1.92392
H 1.79002 0.73639 1.34517
H -0.36445 2.01836 1.02724
H -1.26649 2.62936 -0.13974
H -2.84877 1.84345 1.72969
```

---

Record 4
DFT (the ωB97M-V functional and the def2-TZVPD basis) results for C10H14NO10Re as an isolated structure in a non-equilibrium geometry.

Output
- Charge: +1
- Expectation value of S²: 3.77
- Multiplicity: 4
- F_max: 0.0677 hartree/bohr
- LUMO energy (alpha / beta): -5.21 / -5.19 eV
- HOMO level (alpha / beta): -0.4621 / -0.4872 hartree
- Relative energy (zero: lowest compared OMol25 entry of this formula, charge and spin): 32.3 kcal per mole

XYZ file:
```
36
C10H14NO10Re, DFT the ωB97M-V functional and the def2-TZVPD basis
Re -0.17743 0.60048 0.12486
O 1.57699 -0.14174 -1.33150
C 1.21622 -0.69200 -2.60392
C 0.17667 -1.77866 -2.33493
N -1.04288 -1.23104 -1.74518
C -1.69354 -2.14414 -0.83643
C -0.83403 -2.32875 0.45406
O -0.83653 -3.35427 1.07043
O -0.12461 -1.27812 0.76308
C -1.85682 -0.42636 -2.60729
C -1.55809 1.12456 -2.49291
O -2.07599 1.89013 -3.24705
O -0.70079 1.40596 -1.56696
H 2.16030 0.62255 -1.46031
H 2.10692 -1.14230 -3.06056
H 0.81500 0.08832 -3.26223
H 0.61689 -2.46468 -1.60893
H -0.04848 -2.33252 -3.25383
H -1.84521 -3.14081 -1.26833
H -2.65842 -1.74446 -0.51688
H -2.92026 -0.52260 -2.37636
H -1.71095 -0.66766 -3.66476
O 3.75064 1.41715 2.45041
C 2.53832 1.22576 2.00448
O 2.18859 1.45031 0.86343
C 1.61527 0.64774 3.06409
O 0.27661 0.56212 2.62127
C -0.68192 1.38790 3.25689
C -1.35711 2.34789 2.22279
O -1.83635 3.38683 2.56860
O -1.35894 1.85207 1.02902
H 4.36121 1.77176 1.77906
H 1.71440 1.23470 3.98273
H 1.95713 -0.37699 3.26480
H -0.27125 1.99979 4.06041
H -1.48158 0.75108 3.65795
```

---

Record 5
DFT (the ωB97M-V functional and the def2-TZVPD basis) results for one molecule with the formula C10H14O2Se in a non-equilibrium geometry.

Output
- F_max: 0.0422 hartree/bohr
- LUMO energy (alpha / beta): -1.26 / -1.26 eV
- HOMO level (alpha / beta): -0.2877 / -0.2878 hartree
- Relative energy (zero: lowest compared OMol25 entry of this formula, charge and spin): 53.7 kcal per mole

XYZ file:
```
27
C10H14O2Se, DFT the ωB97M-V functional and the def2-TZVPD basis
C -0.38036 1.22288 -1.02993
C 0.57925 0.34174 -1.29037
C -1.12813 -1.03137 0.22855
C -0.69509 1.44977 0.44531
C -1.62332 0.22397 0.88431
C 0.33810 -1.39146 0.52843
C 1.19342 -0.40667 -0.20713
C -3.08976 0.47319 0.56645
C 0.66446 -2.82453 0.09607
C 3.21089 1.54374 -0.54562
O -1.78478 -1.69041 -0.54056
O 0.40262 1.54115 1.19665
Se 2.94937 -0.21305 0.22953
H -0.91644 1.75842 -1.79792
H 0.92959 0.14510 -2.29462
H -1.30915 2.36774 0.53190
H -1.47117 0.14320 1.96466
H 0.52924 -1.28506 1.60053
H -3.70947 -0.29503 1.02909
H -3.25535 0.43399 -0.51067
H -3.40018 1.44763 0.94130
H 0.39929 -2.96753 -0.94860
H 0.09456 -3.52947 0.69612
H 1.72975 -3.01944 0.23012
H 2.42891 2.16313 -0.10734
H 4.19833 1.90106 -0.26748
H 3.11545 1.49732 -1.62877
```

---

Record 6
DFT (the ωB97M-V functional and the def2-TZVPD basis) results for one molecule with the formula C10H14OS2 in a non-equilibrium geometry.

Output
- F_max: 0.0651 hartree/bohr
- LUMO energy: 0.61 eV
- HOMO level: -0.3075 hartree
- Relative energy (zero: lowest compared OMol25 entry of this formula, charge and spin): 66.9 kcal per mole

XYZ file:
```
27
C10H14OS2, DFT the ωB97M-V functional and the def2-TZVPD basis
C -1.70961 1.64063 3.30958
C -0.77916 0.57093 3.32224
C -2.34900 1.86594 2.13654
C -0.52141 -0.13118 2.16570
C -2.05364 1.27609 0.93032
C -1.08773 0.22944 0.93151
C 0.96829 1.15873 -0.89851
C 1.87636 -2.07225 -1.87253
C -0.89031 -0.54928 -0.37807
C -0.14751 0.24895 -1.35213
O 1.07149 -0.58210 -3.87161
S -1.21354 1.26025 -2.47993
S 0.49789 -1.32822 -2.77426
H -1.73131 2.36546 4.08220
H -0.32167 0.17753 4.24530
H -3.09996 2.58027 2.14560
H 0.05062 -1.02590 2.22373
H -2.58326 1.31735 -0.03054
H 1.98772 0.89897 -1.22420
H 0.84960 2.16079 -1.49896
H 1.01441 1.49413 0.21451
H 2.49088 -2.49510 -2.64642
H 1.57026 -2.83038 -1.25659
H 2.51841 -1.43594 -1.28073
H -1.84558 -0.76193 -0.83507
H -0.47323 -1.60684 -0.09512
H -0.20691 1.61279 -3.40997
```

---

Record 7
DFT (the ωB97M-V functional and the def2-TZVPD basis) results for a 2-piece molecular cluster, C10H14Si overall in a non-equilibrium geometry.

Output
- F_max: 0.0704 hartree/bohr
- LUMO energy: -0.41 eV
- HOMO level: -0.2874 hartree
- Relative energy (zero: lowest compared OMol25 entry of this formula, charge and spin): 123.3 kcal per mole

XYZ file:
```
25
C10H14Si, DFT the ωB97M-V functional and the def2-TZVPD basis
C 3.30505 0.61286 -0.19074
C 3.17181 -0.38229 0.84261
C 2.19565 1.02965 -0.92220
C 1.87976 -0.79811 1.21587
C 0.90537 0.66185 -0.46696
C 0.77560 -0.17161 0.69729
C -3.21909 2.72138 0.47932
C -2.98084 1.81306 1.40086
C -0.98897 -1.83551 -1.55099
C -0.70019 -2.38334 -0.17896
Si -0.87176 -0.82539 1.03112
H 4.14895 1.03821 -0.59151
H 3.99673 -0.72190 1.47399
H 2.48057 1.56508 -1.90974
H 1.76062 -1.44906 2.07726
H 0.00223 1.23325 -0.84518
H -2.55530 3.63128 0.38115
H -3.69733 2.62651 -0.44782
H -3.25506 0.79971 1.16514
H -2.37044 1.94986 2.26269
H -1.84728 -1.21119 -1.52068
H -0.05759 -1.32551 -1.84584
H -1.16692 -2.64712 -2.32580
H 0.40908 -2.67192 -0.20079
H -1.32063 -3.25977 -0.03010
```

---

Record 8
DFT (the ωB97M-V functional and the def2-TZVPD basis) results for C10H15AuN3OP as an isolated structure in a non-equilibrium geometry.

Output
- Expectation value of S²: 2.05
- Multiplicity: 3
- F_max: 0.0953 hartree/bohr
- LUMO energy (alpha / beta): 0.18 / 0.05 eV
- HOMO level (alpha / beta): -0.1563 / -0.2852 hartree

XYZ file:
```
31
C10H15AuN3OP, DFT the ωB97M-V functional and the def2-TZVPD basis
C 2.60677 -1.13353 -1.78859
C 2.39628 -2.30988 -2.41264
C 1.15115 -2.75877 -2.86704
C -0.06962 -2.08175 -2.90256
C -0.32434 -0.97695 -2.19109
Au 0.99731 -0.65579 -0.83896
P 2.67681 0.82079 0.44095
H 3.61506 -0.68133 -1.64444
H 3.24983 -2.96641 -2.62238
H 1.16975 -3.72305 -3.39656
H -1.26654 -0.41660 -2.31073
H -0.82145 -2.50789 -3.57657
H 2.69003 2.21485 0.17296
H 4.06576 0.56204 0.33279
H 2.51976 0.79186 1.85135
C -1.08503 3.33598 2.30339
N -1.33559 1.99353 1.81026
C -2.29021 1.19952 2.34711
C -2.49933 -0.06359 1.87072
C -1.61329 -0.55050 0.88831
N -0.59893 0.20821 0.46048
C -0.56516 1.57094 0.71214
O 0.12157 2.37634 0.07501
N -1.73179 -1.81515 0.41190
H -0.03398 3.41961 2.59574
H -1.71960 3.50149 3.17216
H -1.29652 4.07020 1.52043
H -2.86575 1.64472 3.15413
H -3.28018 -0.71809 2.23205
H -2.56046 -2.33085 0.69112
H -1.30231 -2.01994 -0.49143
```

---

> Among the records above, which one has the lowest F_max?

C10H14N4